# 1
ORCA calculation (the ωB97M-V functional and the def2-TZVPD basis) on one molecule with the formula C4H8O2.

* LUMO level: 0.72 eV
* charge: 0
* relative energy (zero: lowest compared OMol25 entry of this formula, charge and spin): 134.4 kJ/mol
* structure (SMILES): C[C@H](C=O)CO
* largest force on an atom: 0.59 eV/A

```
14
Properties=species:S:1:pos:R:3:forces:R:3:mulliken_charge:R:1
C -0.8611 -0.7474 0.7044 -0.2 -0.1 0.1 -1.25
C -0.0955 0.4855 0.1775 0.0 -0.1 0.0 0.50
C 1.2652 0.0745 -0.4190 0.0 0.1 -0.3 -0.62
O 1.7803 -1.1280 0.1302 0.2 0.2 0.2 -0.55
C -1.0578 1.0560 -0.8503 -0.2 0.2 0.2 -0.18
O -1.9336 1.8412 -0.5819 0.5 -0.2 -0.2 -0.47
H -1.7173 -0.4155 1.2918 0.0 0.0 -0.1 0.38
H -0.2512 -1.4172 1.3158 -0.1 0.3 -0.1 0.33
H -1.2268 -1.3501 -0.1372 0.0 0.1 0.1 0.33
H 0.0283 1.2444 0.9635 -0.1 -0.3 -0.1 0.25
H 1.1612 -0.1360 -1.4915 0.0 0.1 0.2 0.33
H 2.0052 0.8847 -0.3145 -0.3 -0.1 0.0 0.31
H 1.8863 -0.9933 1.0792 0.1 -0.1 -0.1 0.32
H -0.9833 0.6011 -1.8680 0.0 0.2 0.1 0.32
```
Positions in Å, forces in eV/Å.

***

# 2
ORCA calculation (the ωB97M-V functional and the def2-TZVPD basis) on an isolated ion of composition C4H5ClN3O2 and charge +1.

* LUMO level: -4.13 eV
* charge: +1
* relative energy (zero: lowest compared OMol25 entry of this formula, charge and spin): 0.0 kJ/mol
* structure (SMILES): O=C(O)Cc1n[nH]c[n+]1Cl
* largest force on an atom: 1.94 eV/A

```
15
Properties=species:S:1:pos:R:3:forces:R:3:mulliken_charge:R:1
O -0.1308 -2.2835 0.5423 -0.8 0.6 -0.2 -0.49
C -1.1529 -1.6501 0.5421 0.4 -1.1 0.2 0.74
O -2.3346 -2.1806 0.9177 0.7 0.3 0.1 -0.44
C -1.2405 -0.2005 0.0902 -0.3 0.0 0.5 -1.01
C 0.0589 0.2834 -0.3712 -0.4 0.4 1.1 0.50
N 0.5576 0.1317 -1.5288 0.5 -0.4 -1.8 -0.51
N 1.7529 0.7413 -1.4863 0.7 0.1 -0.4 0.20
C 2.0005 1.2703 -0.3251 0.3 0.2 0.3 0.01
N 0.9424 1.0027 0.4147 -0.5 -0.1 0.7 0.03
Cl 0.7272 1.4351 2.0191 0.1 0.0 0.1 0.13
H -2.9049 -1.4682 1.2273 -0.5 -0.1 -0.1 0.35
H -1.5666 0.4105 0.9272 -0.1 0.1 0.2 0.45
H -1.9912 -0.0888 -0.6781 -0.1 -0.1 -0.4 0.39
H 2.4103 0.7814 -2.2511 -0.3 -0.3 -0.4 0.22
H 2.8717 1.8153 -0.0400 0.3 0.2 0.2 0.45
```
Positions in Å, forces in eV/Å.

***

# 3
ORCA calculation (the ωB97M-V functional and the def2-TZVPD basis) on C39H41ClN4O6PSSiTi as an isolated structure.

* LUMO level: -3.80 eV
* charge: +1
* relative energy (zero: lowest compared OMol25 entry of this formula, charge and spin): 144.8 kJ/mol
* largest force on an atom: 0.66 eV/A

```
95
Properties=species:S:1:pos:R:3:forces:R:3:mulliken_charge:R:1
Ti -0.5185 1.4820 0.4438 -0.3 -0.1 0.3 -0.74
O -3.3207 0.9483 2.8243 0.0 0.0 0.0 -0.73
S -1.9026 1.0232 2.7224 -0.1 0.0 -0.2 1.63
O -1.1146 0.7433 3.8839 0.0 -0.1 0.0 -0.70
O -1.4515 2.3389 2.0521 0.1 -0.2 0.0 -0.66
O -1.4165 0.1225 1.5222 0.3 0.6 -0.2 -0.08
O 0.1467 3.4780 0.7301 -0.1 0.0 0.1 -0.07
C 0.3836 4.5514 -0.2078 -0.1 0.0 -0.1 -0.81
C -0.6994 4.5512 -1.2651 0.0 0.0 0.0 0.22
C -2.1034 4.6179 -0.6548 0.0 -0.1 0.0 -1.49
C -2.9545 3.3953 -0.8807 -0.1 0.1 -0.1 0.53
C -4.2520 3.5816 -1.3378 0.0 0.0 0.0 -0.90
C -5.1225 2.5132 -1.4734 0.1 0.0 0.1 -0.79
C -4.6632 1.2588 -1.1181 0.0 0.1 -0.1 -1.08
C -3.3563 1.1388 -0.6981 0.0 -0.1 0.0 0.23
N -2.4866 2.1587 -0.6065 0.1 0.1 0.3 1.23
H -0.3469 3.7607 1.5215 0.1 0.0 -0.1 0.43
H 1.3677 4.3856 -0.6341 0.0 0.0 0.0 0.17
H 0.4077 5.4808 0.3625 0.0 0.0 0.0 0.43
H -0.5995 3.6424 -1.8590 0.0 0.0 0.0 -0.39
H -0.5352 5.3869 -1.9473 0.0 0.0 0.0 0.61
H -2.6518 5.4733 -1.0440 0.0 0.0 0.0 0.45
H -2.0495 4.7862 0.4249 0.0 0.0 0.0 0.32
H -4.5751 4.5866 -1.5683 0.0 0.0 0.0 0.49
H -6.1338 2.6651 -1.8248 0.0 0.0 0.0 0.44
H -5.2844 0.3756 -1.1524 0.0 0.0 0.0 0.59
H -2.9887 0.1756 -0.3904 0.0 0.1 0.0 -0.47
Cl -3.5638 -1.7840 1.1073 -0.1 0.0 0.0 -0.17
C -3.4759 -2.5344 -0.4550 -0.1 -0.1 0.0 0.73
C -4.5183 -3.4009 -0.7656 0.0 0.0 0.1 -0.85
C -4.5599 -4.0370 -1.9908 0.0 0.0 0.0 -0.62
C -3.5508 -3.7957 -2.9078 0.0 0.0 0.0 -0.98
C -2.5150 -2.9370 -2.5854 0.0 0.0 0.0 -1.16
C -2.4284 -2.2855 -1.3460 0.0 0.0 -0.2 0.54
P -0.9746 -1.1563 -1.0256 -0.1 -0.3 -0.1 2.59
C -0.2540 -1.0626 -2.6910 -0.1 0.0 0.0 0.01
C -0.6296 0.0373 -3.4587 0.0 0.0 0.0 -0.53
C -0.2234 0.1429 -4.7821 0.0 0.0 0.0 -0.44
C 0.5654 -0.8507 -5.3438 0.0 0.0 0.0 -0.75
C 0.9455 -1.9507 -4.5840 0.0 0.0 0.0 -0.95
C 0.5375 -2.0569 -3.2639 0.0 -0.1 0.0 0.02
C 0.1600 -2.2089 -0.0658 0.0 -0.1 0.0 0.44
C -0.3227 -3.0880 0.9036 0.0 0.0 0.0 -0.88
C 0.5581 -3.7617 1.7367 0.0 0.0 0.0 -0.92
C 1.9286 -3.5740 1.6111 0.0 0.0 0.0 -0.54
C 2.4164 -2.7072 0.6436 0.0 0.0 0.0 -0.79
C 1.5364 -2.0241 -0.1842 0.0 0.0 0.0 -0.17
H -5.2932 -3.5623 -0.0294 0.0 0.0 0.0 0.53
H -5.3751 -4.7084 -2.2237 0.0 0.0 0.0 0.41
H -3.5608 -4.2719 -3.8788 0.0 0.0 0.0 0.45
H -1.7573 -2.7710 -3.3348 0.0 0.0 0.0 0.49
H -1.2499 0.8124 -3.0186 0.0 0.0 0.0 0.22
H -0.5248 0.9968 -5.3751 0.0 0.0 0.0 0.51
H 0.8839 -0.7705 -6.3747 0.0 0.0 0.0 0.38
H 1.5588 -2.7265 -5.0226 0.0 0.0 0.0 0.49
H 0.8245 -2.9238 -2.6797 0.0 0.0 0.0 0.41
H -1.3853 -3.2472 1.0207 0.0 0.0 0.0 0.24
H 0.1708 -4.4436 2.4825 0.0 0.0 0.0 0.45
H 2.6097 -4.1076 2.2613 0.0 0.0 0.0 0.46
H 3.4831 -2.5604 0.5282 0.0 0.0 0.0 0.46
H 1.9242 -1.3444 -0.9294 0.0 0.0 0.0 0.02
N 3.2597 -5.2853 7.5485 0.0 0.0 0.0 -0.48
C 3.0757 -4.3960 6.8461 0.0 0.0 0.0 -0.07
C 2.8422 -3.2833 5.9660 0.0 0.0 0.0 0.61
C 1.5520 -2.7773 5.8197 0.0 0.0 0.0 -0.92
C 1.3248 -1.7092 4.9699 0.0 0.0 0.0 0.04
C 2.3925 -1.1751 4.2635 0.0 0.0 0.0 -0.09
C 3.6815 -1.6622 4.4060 0.0 0.0 0.0 -0.42
C 3.9089 -2.7205 5.2683 0.0 0.0 0.0 -0.88
N 2.1335 -0.1132 3.3480 -0.1 0.0 0.0 0.50
C 2.7401 1.1263 3.2810 0.0 0.0 0.0 -1.15
C 2.0801 1.8112 2.3165 0.0 0.1 0.1 -1.22
N 1.0784 1.0147 1.8002 0.0 0.0 -0.2 1.38
C 1.1452 -0.1328 2.4486 0.0 -0.1 0.1 -1.28
H 0.7377 -3.2135 6.3810 0.0 0.0 0.0 0.51
H 0.3371 -1.2786 4.8583 0.0 0.0 0.0 0.64
H 4.4944 -1.2314 3.8363 0.0 0.0 0.0 0.50
H 4.9049 -3.1210 5.3944 0.0 0.0 0.0 0.46
H 3.5451 1.4068 3.9358 0.0 0.0 0.0 0.60
H 2.2328 2.8217 1.9893 0.0 0.0 0.0 0.69
H 0.4856 -0.9733 2.3192 0.0 0.0 0.0 1.28
C 1.7309 3.0231 -3.1551 0.0 -0.1 0.1 -1.10
Si 2.0988 1.8313 -1.7573 0.0 0.1 -0.1 1.32
C 3.4229 2.4830 -0.6046 -0.1 0.0 0.0 -1.25
C 2.8953 0.3460 -2.5552 -0.1 0.0 0.1 -1.25
O 0.6543 1.5244 -0.9251 0.2 -0.1 0.0 0.20
H 2.6206 3.0845 -3.7858 0.0 0.0 0.0 0.50
H 1.4699 4.0377 -2.8664 0.0 0.1 0.1 0.38
H 0.9241 2.6276 -3.7758 0.0 0.0 0.0 0.22
H 4.3096 2.6589 -1.2201 0.0 0.0 0.0 0.52
H 3.6871 1.7181 0.1282 0.0 0.0 0.0 0.29
H 3.2165 3.4056 -0.0637 -0.1 0.0 0.0 0.34
H 3.6935 0.7477 -3.1861 0.0 0.0 0.0 0.58
H 2.2337 -0.2308 -3.1956 0.0 0.0 0.0 0.26
H 3.3722 -0.3228 -1.8376 0.0 0.0 0.0 0.38
```
Positions in Å, forces in eV/Å.

***

no.,gap between HOMO and LUMO (eV)
1,10.636
2,10.428
3,7.342